Below is a 4-piece molecular cluster, C23H54BrN6O5 overall in a non-equilibrium geometry, with properties calculated with ωB97M-V/def2-TZVPD.

Bonds (Å) are listed after each position.
Atoms and positions in Å:
1 C 1.516 0.957 -0.762  C2 1.330, H18 1.086, H19 1.085
2 C 0.896 -0.112 -0.270  C1 1.330, C3 1.492, H20 1.086
3 C 0.453 -1.248 -1.129  C2 1.492, N4 1.490, H21 1.095, H22 1.091
4 N -0.957 -1.680 -0.918  C3 1.490, C5 1.448, C16 1.441
5 C -1.030 -2.903 -0.147  N4 1.448, O6 1.398, C7 1.524, H23 1.108
6 O -0.273 -2.738 1.017  C5 1.398, H24 0.962
7 C -2.468 -3.116 0.312  C5 1.524, N8 1.514, H25 1.082, H26 1.090
8 N -3.465 -3.139 -0.826  C7 1.514, C9 1.506, C15 1.515, H27 1.017
9 C -4.750 -2.419 -0.515  N8 1.506, C10 1.534, H28 1.090, H29 1.089
10 C -4.571 -0.897 -0.450  C9 1.534, O11 1.208, N12 1.374
11 O -3.499 -0.428 -0.147  C10 1.208
12 N -5.693 -0.179 -0.786  C10 1.374, C13 1.472, C14 1.476
13 C -5.467 1.270 -0.659  N12 1.472, H30 1.091, H31 1.085, H32 1.087
14 C -6.917 -0.613 -0.085  N12 1.476, H33 1.093, H34 1.084, H35 1.090
15 C -2.880 -2.756 -2.170  N8 1.515, C16 1.543, H36 1.088, H37 1.086
16 C -1.607 -1.884 -2.188  N4 1.441, C15 1.543, Br17 1.951, H38 1.095
17 Br -1.979 -0.176 -3.055  C16 1.951
18 H 1.250 1.415 -1.710  C1 1.086
19 H 2.307 1.437 -0.197  C1 1.085
20 H 0.685 -0.166 0.794  C2 1.086
21 H 1.120 -2.088 -0.907  C3 1.095
22 H 0.607 -0.987 -2.177  C3 1.091
23 H -0.662 -3.771 -0.727  C5 1.108
24 H 0.139 -3.571 1.268  O6 0.962
25 H -2.733 -2.329 1.006  C7 1.082
26 H -2.532 -4.071 0.832  C7 1.090
27 H -3.764 -4.107 -0.915  N8 1.017
28 H -5.122 -2.817 0.430  C9 1.090
29 H -5.443 -2.670 -1.316  C9 1.089
30 H -5.234 1.558 0.367  C13 1.091
31 H -4.664 1.573 -1.323  C13 1.085
32 H -6.375 1.779 -0.970  C13 1.087
33 H -6.760 -0.678 0.995  C14 1.093
34 H -7.703 0.104 -0.293  C14 1.084
35 H -7.255 -1.585 -0.446  C14 1.090
36 H -2.679 -3.683 -2.702  C15 1.088
37 H -3.675 -2.253 -2.713  C15 1.086
38 H -0.914 -2.375 -2.879  C16 1.095
39 C 5.328 -0.811 3.635  C40 1.525, H45 1.091, H46 1.089, H47 1.092
40 C 3.969 -0.824 2.944  C39 1.525, C41 1.533, N44 1.469, H48 1.096
41 C 4.004 -1.334 1.498  C40 1.533, O42 1.412, H49 1.096, H50 1.099
42 O 4.508 -0.412 0.553  C41 1.412, C43 1.417
43 C 5.920 -0.356 0.447  O42 1.417, H51 1.094, H52 1.092, H53 1.089
44 N 3.366 0.512 3.042  C40 1.469, H54 1.016, H55 1.017
45 H 5.944 0.024 3.296  C39 1.091
46 H 5.190 -0.694 4.708  C39 1.089
47 H 5.879 -1.735 3.452  C39 1.092
48 H 3.324 -1.515 3.497  C40 1.096
49 H 2.971 -1.525 1.186  C41 1.096
50 H 4.551 -2.285 1.434  C41 1.099
51 H 6.367 -1.342 0.599  C43 1.094
52 H 6.356 0.346 1.161  C43 1.092
53 H 6.155 -0.013 -0.560  C43 1.089
54 H 2.415 0.485 2.686  N44 1.016
55 H 3.863 1.128 2.405  N44 1.017
56 C -1.467 1.146 -8.309  C57 1.525, H62 1.090, H63 1.089, H64 1.092
57 C -2.255 1.077 -7.006  C56 1.525, C58 1.534, N61 1.464, H65 1.096
58 C -3.446 0.111 -7.052  C57 1.534, O59 1.411, H66 1.095, H67 1.100
59 O -4.577 0.588 -7.748  C58 1.411, C60 1.416
60 C -4.542 0.431 -9.155  O59 1.416, H68 1.095, H69 1.092, H70 1.089
61 N -2.643 2.433 -6.614  C57 1.464, H71 1.016, H72 1.017
62 H -1.990 1.735 -9.062  C56 1.090
63 H -0.503 1.623 -8.136  C56 1.089
64 H -1.285 0.150 -8.718  C56 1.092
65 H -1.581 0.692 -6.232  C57 1.096
66 H -3.789 -0.050 -6.024  C58 1.095
67 H -3.137 -0.866 -7.450  C58 1.100
68 H -4.029 -0.494 -9.438  C60 1.095
69 H -4.054 1.273 -9.650  C60 1.092
70 H -5.573 0.381 -9.501  C60 1.089
71 H -3.070 2.416 -5.693  N61 1.016
72 H -3.388 2.741 -7.233  N61 1.017
73 C 5.882 2.267 7.424  C74 1.526, H79 1.090, H80 1.090, H81 1.092
74 C 4.828 2.344 6.324  C73 1.526, C75 1.534, N78 1.463, H82 1.096
75 C 3.834 3.500 6.498  C74 1.534, O76 1.414, H83 1.093, H84 1.099
76 O 2.845 3.289 7.487  C75 1.414, C77 1.414
77 C 3.238 3.577 8.815  O76 1.414, H85 1.095, H86 1.093, H87 1.089
78 N 4.162 1.047 6.205  C74 1.463, H88 1.018, H89 1.017
79 H 5.469 1.851 8.343  C73 1.090
80 H 6.698 1.616 7.112  C73 1.090
81 H 6.299 3.251 7.648  C73 1.092
82 H 5.349 2.530 5.378  C74 1.096
83 H 3.284 3.617 5.561  C75 1.093
84 H 4.364 4.443 6.689  C75 1.099
85 H 3.928 4.426 8.849  C77 1.095
86 H 3.709 2.719 9.300  C77 1.093
87 H 2.338 3.834 9.372  C77 1.089
88 H 3.553 1.056 5.389  N78 1.018
89 H 3.543 0.941 7.004  N78 1.017

Its HOMO energy is -10.10 eV. The total charge is +1. Its spin multiplicity is 1.